No. 1
A structure of composition C32H18BrF3MoN7O9S3Se in a non-equilibrium geometry, computed with ωB97M-V/def2-TZVPD.

Energy = -240240.747 eV
2S+1 = 3
Energy above the lowest of the compared OMol25 structures with the same formula, charge and spin = 47.1 kJ/mol
Total charge = -1
LUMO (spin up / spin down) = 0.87 / 0.71 eV
Gap between HOMO and LUMO (spin up / spin down) = 4.617 / 6.812 eV

Positions of all 75 atoms, in Å:
Mo (-0.02255, 0.45680, -0.36388)
O (-5.54203, -2.35993, -0.23494)
C (-4.54810, -1.70617, -0.32242)
C (-3.38628, -1.95256, -1.30353)
O (-3.35347, -2.80951, -2.15266)
C (-2.41565, -0.94067, -0.93570)
C (-2.79509, -0.17998, 0.13690)
O (-1.91860, 0.61499, 0.63183)
C (-4.18654, -0.48214, 0.54137)
O (-4.89763, 0.07414, 1.32933)
O (-1.17748, -0.69237, -1.35078)
F (1.90440, 5.38462, -4.06689)
C (2.14255, 4.34209, -3.23848)
F (3.14078, 3.62899, -3.78742)
F (2.60830, 4.85856, -2.09170)
C (0.90461, 3.51945, -3.04780)
C (-0.19733, 3.72120, -3.85257)
C (-1.32864, 2.92455, -3.69723)
C (-1.31945, 1.95345, -2.73153)
N (-0.24740, 1.74968, -1.96558)
C (0.86144, 2.49060, -2.09412)
S (2.07931, 1.97282, -1.01368)
H (-0.17818, 4.50381, -4.59853)
H (-2.20814, 3.06920, -4.30741)
H (-2.17184, 1.31237, -2.56182)
Se (1.81439, -0.38593, -5.13553)
N (2.87853, -1.70077, -4.55541)
C (2.64447, -1.82768, -3.25998)
C (3.23946, -2.79199, -2.43161)
C (2.86820, -2.79938, -1.09052)
C (1.97751, -1.88246, -0.58963)
N (1.36878, -0.90124, -1.32466)
C (1.65936, -0.89174, -2.67983)
N (1.09860, -0.07205, -3.52388)
H (3.94565, -3.50094, -2.84108)
H (3.27391, -3.53683, -0.41181)
H (1.73483, -1.91349, 0.45030)
N (1.69318, -7.52827, 0.51586)
C (1.01838, -6.38085, 0.91064)
C (-0.33617, -6.21739, 0.61631)
C (-1.00678, -5.07267, 1.00635)
C (-0.32991, -4.08508, 1.70406)
C (1.01116, -4.24813, 2.03267)
C (1.67919, -5.39075, 1.64644)
S (-1.16304, -2.59551, 2.14126)
O (-2.47223, -2.68465, 1.56605)
O (-1.05552, -2.40900, 3.56765)
N (-0.28042, -1.45523, 1.35887)
C (0.51942, -0.64660, 2.07157)
S (0.96549, -0.62682, 3.75903)
C (2.04737, 0.70310, 3.43425)
C (1.98401, 1.08367, 2.15377)
N (1.13069, 0.31745, 1.38223)
H (1.28054, -8.05004, -0.23712)
H (2.69443, -7.46112, 0.46559)
H (-0.85791, -6.99019, 0.06304)
H (-2.05076, -4.92367, 0.76037)
H (1.52331, -3.48648, 2.61161)
H (2.72576, -5.52414, 1.89844)
H (2.63528, 1.14131, 4.22458)
H (2.50618, 1.90297, 1.68460)
Br (-1.20981, 7.29375, 5.16402)
C (-1.17748, 6.03655, 3.73761)
C (-2.23321, 6.00562, 2.84177)
C (-2.20197, 5.08429, 1.80545)
C (-1.13463, 4.20559, 1.67397)
C (-0.08940, 4.25106, 2.58774)
C (-0.10226, 5.17261, 3.62519)
C (-1.15373, 3.20645, 0.54280)
O (-1.99139, 3.30510, -0.33580)
O (-0.18489, 2.33325, 0.63012)
H (-3.06516, 6.68707, 2.95456)
H (-3.00661, 5.02396, 1.08420)
H (0.73111, 3.55513, 2.48204)
H (0.70711, 5.21815, 4.34111)


No. 2
A structure of composition C9H10NS3Yb, computed with ωB97M-V/def2-TZVPD.

Energy = -75022.234 eV
2S+1 = 2
Total charge = 0
LUMO (spin up / spin down) = -0.58 / -0.72 eV
Gap between HOMO and LUMO (spin up / spin down) = 6.745 / 6.633 eV

Positions of all 24 atoms, in Å:
Yb (-1.07721, 1.19845, 1.26497)
S (-2.12230, -0.12473, 3.31492)
C (-0.64421, -1.05374, 3.01454)
C (-0.35010, -2.29776, 3.57609)
C (0.83337, -2.91043, 3.22444)
C (1.70910, -2.30738, 2.32025)
C (1.35589, -1.08672, 1.79226)
N (0.21399, -0.48958, 2.15607)
H (-1.04895, -2.75230, 4.26289)
H (1.08343, -3.87575, 3.64703)
H (2.63582, -2.77782, 2.02602)
H (1.95752, -0.55462, 1.06762)
C (0.79640, 2.57834, -2.86328)
C (0.10430, 1.81888, -1.74913)
S (0.82924, 2.12798, -0.14523)
C (-0.94062, 1.01239, -1.99782)
C (-1.48712, 0.82335, -3.38883)
S (-1.86329, 0.04662, -0.81044)
H (1.58906, 3.20807, -2.46662)
H (0.10703, 3.22615, -3.40902)
H (1.24918, 1.90014, -3.59054)
H (-0.93001, 1.38053, -4.13808)
H (-2.53130, 1.14158, -3.43692)
H (-1.46923, -0.23167, -3.67119)


No. 3
A structure of composition C21H47CoO2P3 in a non-equilibrium geometry, computed with ωB97M-V/def2-TZVPD.

Energy = -92100.018 eV
2S+1 = 5
Energy above the lowest of the compared OMol25 structures with the same formula, charge and spin = 0.0 kJ/mol
Total charge = +3
LUMO (spin up / spin down) = -7.72 / -11.81 eV
Gap between HOMO and LUMO (spin up / spin down) = 9.267 / 5.385 eV

Positions of all 74 atoms, in Å:
Co (0.76460, 0.19350, 0.75147)
P (2.09225, 0.83485, 2.24342)
P (-0.43607, 1.64599, -0.14871)
P (1.89535, -0.60834, -0.81191)
H (-1.22134, -1.58610, 0.98978)
C (-0.19513, -1.85166, 0.70376)
C (0.77688, -1.92337, 1.69475)
H (0.46231, -1.83468, 2.74003)
C (1.86058, 1.22952, 4.02750)
C (2.80700, 2.46011, 1.75229)
C (3.58218, -0.22929, 2.46991)
C (-1.84152, 1.15419, -1.24010)
C (-1.29276, 3.03569, 0.71003)
C (0.58765, 2.70737, -1.27244)
C (2.76465, -2.23225, -0.71099)
C (3.28905, 0.52324, -1.22360)
C (0.93602, -0.80863, -2.38279)
H (-0.08455, -2.37922, -0.26030)
H (1.74260, -2.42595, 1.53245)
H (1.40040, 0.39352, 4.57206)
H (1.24218, 2.12867, 4.14884)
H (2.84754, 1.43342, 4.47313)
H (2.01855, 3.22508, 1.80883)
H (3.23389, 2.43590, 0.74214)
H (3.59336, 2.69666, 2.47854)
H (3.27501, -1.16392, 2.95961)
H (4.26120, 0.32161, 3.13279)
H (4.09323, -0.45565, 1.52371)
H (-2.24832, 2.05663, -1.72076)
H (-2.62158, 0.70701, -0.60852)
H (-1.55059, 0.43556, -2.01874)
H (-1.67422, 3.73674, -0.04907)
H (-0.59170, 3.58335, 1.35491)
H (-2.13798, 2.67337, 1.31075)
H (-0.05766, 3.50113, -1.66651)
H (1.00937, 2.13806, -2.10991)
H (1.39418, 3.16816, -0.68492)
H (3.35324, -2.42189, -1.62495)
H (2.02855, -3.03638, -0.57887)
H (3.44454, -2.24200, 0.15239)
H (3.76763, 0.17826, -2.14970)
H (4.02110, 0.52618, -0.40345)
H (2.91371, 1.54426, -1.35788)
H (1.58389, -1.21842, -3.17283)
H (0.51789, 0.15046, -2.71951)
H (0.09522, -1.49776, -2.21401)
C (-2.18585, -0.95742, -5.94141)
C (-3.31332, -1.46058, -6.64091)
C (-3.52482, -2.83166, -6.65749)
C (-2.63044, -3.71498, -6.01971)
C (-1.49646, -3.19947, -5.36099)
C (-1.26469, -1.81538, -5.34310)
O (-1.96047, 0.38086, -5.75779)
H (-2.62304, 0.89671, -6.23991)
H (-3.99711, -0.76355, -7.13865)
H (-4.39842, -3.24413, -7.17267)
H (-2.80996, -4.78552, -6.03642)
H (-0.79455, -3.85832, -4.86371)
H (-0.38430, -1.38141, -4.86015)
C (-0.96174, -1.24251, 4.95675)
C (-1.79037, -0.99461, 3.72268)
O (-1.24775, 0.12582, 2.99437)
C (-1.36816, 1.40946, 3.65233)
C (-2.81825, 1.81882, 3.73097)
H (0.08632, -1.39613, 4.71636)
H (-1.32683, -2.12546, 5.46649)
H (-1.04131, -0.42507, 5.67890)
H (-1.73312, -1.82834, 3.00929)
H (-2.84480, -0.80802, 4.00242)
H (-0.88685, 1.42813, 4.64395)
H (-0.81521, 2.13053, 3.03963)
H (-3.35626, 1.27262, 4.52345)
H (-2.91023, 2.88212, 3.97869)
H (-3.30440, 1.58456, 2.77399)


No. 4
A structure of composition C28H28ClIrN4O4S, computed with ωB97M-V/def2-TZVPD.

Energy = -69831.754 eV
Energy above the lowest of the compared OMol25 structures with the same formula, charge and spin = 110.3 kJ/mol
Total charge = 0
LUMO = -0.94 eV
Gap between HOMO and LUMO = 5.880 eV

Positions of all 67 atoms, in Å:
Ir (-0.91404, -0.62945, 0.37558)
N (-3.86088, -0.15134, 1.48401)
C (-3.08697, 0.99004, 1.44151)
C (-3.72695, 2.20027, 1.73851)
C (-3.01211, 3.36814, 1.75746)
C (-1.64213, 3.32246, 1.50649)
C (-1.07320, 2.11501, 1.21290)
N (-1.78300, 0.96052, 1.14754)
C (-3.56874, -1.49797, 1.38280)
C (-4.61131, -2.41707, 1.53582)
C (-4.33020, -3.75904, 1.46029)
C (-3.01911, -4.17534, 1.23776)
C (-2.05667, -3.21296, 1.08385)
N (-2.32209, -1.89397, 1.15838)
H (-4.83720, 0.04034, 1.63307)
H (-4.78787, 2.19008, 1.94896)
H (-3.50731, 4.30405, 1.97602)
H (-1.02436, 4.20733, 1.52426)
H (-0.02141, 2.01656, 1.00023)
H (-5.61933, -2.06171, 1.70165)
H (-5.12597, -4.48358, 1.56688)
H (-2.75685, -5.21934, 1.16214)
H (-1.02501, -3.46942, 0.87922)
C (4.24076, -1.55110, 1.99933)
C (4.95966, -0.60828, 1.03426)
C (5.74054, 0.42197, 1.86157)
C (5.93794, -1.43478, 0.18818)
C (3.98559, 0.11972, 0.10961)
C (4.49048, 1.03019, -0.84042)
C (3.67349, 1.69306, -1.72604)
C (2.30005, 1.46416, -1.65908)
S (1.04816, 2.05345, -2.69262)
C (-0.10961, 1.16501, -1.80379)
N (0.39181, 0.47194, -0.79058)
C (1.77699, 0.58686, -0.71357)
C (2.62290, -0.09727, 0.16265)
C (-1.52717, 1.17834, -2.13495)
C (-2.12158, 2.31597, -2.68311)
C (-3.45941, 2.32708, -3.01658)
C (-4.20858, 1.16663, -2.82525)
C (-3.63608, 0.02371, -2.30721)
C (-2.27919, -0.00792, -1.94695)
H (4.97502, -2.04026, 2.64134)
H (3.69482, -2.33321, 1.46763)
H (3.53954, -1.01448, 2.64247)
H (6.43754, -0.08616, 2.53142)
H (5.06267, 1.02668, 2.46724)
H (6.31824, 1.09536, 1.22780)
H (6.63059, -1.97543, 0.83676)
H (6.52669, -0.80359, -0.47802)
H (5.40219, -2.16073, -0.42554)
H (5.55753, 1.20165, -0.89613)
H (4.08776, 2.36039, -2.46983)
H (2.19834, -0.80226, 0.85818)
H (-1.51399, 3.19772, -2.85074)
H (-3.90921, 3.20967, -3.44924)
H (-5.25433, 1.15258, -3.10918)
H (-4.19981, -0.89616, -2.21263)
C (0.13626, -0.57473, 2.17435)
H (0.70133, -1.50735, 2.29353)
H (-0.53082, -0.49665, 3.04006)
H (0.85267, 0.24823, 2.24596)
O (-0.05480, 0.67574, -5.00091)
Cl (-0.24037, -0.67856, -4.41002)
O (-1.57025, -1.16824, -4.81680)
O (0.79245, -1.56531, -4.97374)
O (-1.75409, -1.12723, -1.46467)


Please write out number 4 again, unchanged.
A structure of composition C28H28ClIrN4O4S, computed with ωB97M-V/def2-TZVPD.

Energy = -69831.754 eV
Energy above the lowest of the compared OMol25 structures with the same formula, charge and spin = 110.3 kJ/mol
Total charge = 0
LUMO = -0.94 eV
Gap between HOMO and LUMO = 5.880 eV

Positions of all 67 atoms, in Å:
Ir (-0.91404, -0.62945, 0.37558)
N (-3.86088, -0.15134, 1.48401)
C (-3.08697, 0.99004, 1.44151)
C (-3.72695, 2.20027, 1.73851)
C (-3.01211, 3.36814, 1.75746)
C (-1.64213, 3.32246, 1.50649)
C (-1.07320, 2.11501, 1.21290)
N (-1.78300, 0.96052, 1.14754)
C (-3.56874, -1.49797, 1.38280)
C (-4.61131, -2.41707, 1.53582)
C (-4.33020, -3.75904, 1.46029)
C (-3.01911, -4.17534, 1.23776)
C (-2.05667, -3.21296, 1.08385)
N (-2.32209, -1.89397, 1.15838)
H (-4.83720, 0.04034, 1.63307)
H (-4.78787, 2.19008, 1.94896)
H (-3.50731, 4.30405, 1.97602)
H (-1.02436, 4.20733, 1.52426)
H (-0.02141, 2.01656, 1.00023)
H (-5.61933, -2.06171, 1.70165)
H (-5.12597, -4.48358, 1.56688)
H (-2.75685, -5.21934, 1.16214)
H (-1.02501, -3.46942, 0.87922)
C (4.24076, -1.55110, 1.99933)
C (4.95966, -0.60828, 1.03426)
C (5.74054, 0.42197, 1.86157)
C (5.93794, -1.43478, 0.18818)
C (3.98559, 0.11972, 0.10961)
C (4.49048, 1.03019, -0.84042)
C (3.67349, 1.69306, -1.72604)
C (2.30005, 1.46416, -1.65908)
S (1.04816, 2.05345, -2.69262)
C (-0.10961, 1.16501, -1.80379)
N (0.39181, 0.47194, -0.79058)
C (1.77699, 0.58686, -0.71357)
C (2.62290, -0.09727, 0.16265)
C (-1.52717, 1.17834, -2.13495)
C (-2.12158, 2.31597, -2.68311)
C (-3.45941, 2.32708, -3.01658)
C (-4.20858, 1.16663, -2.82525)
C (-3.63608, 0.02371, -2.30721)
C (-2.27919, -0.00792, -1.94695)
H (4.97502, -2.04026, 2.64134)
H (3.69482, -2.33321, 1.46763)
H (3.53954, -1.01448, 2.64247)
H (6.43754, -0.08616, 2.53142)
H (5.06267, 1.02668, 2.46724)
H (6.31824, 1.09536, 1.22780)
H (6.63059, -1.97543, 0.83676)
H (6.52669, -0.80359, -0.47802)
H (5.40219, -2.16073, -0.42554)
H (5.55753, 1.20165, -0.89613)
H (4.08776, 2.36039, -2.46983)
H (2.19834, -0.80226, 0.85818)
H (-1.51399, 3.19772, -2.85074)
H (-3.90921, 3.20967, -3.44924)
H (-5.25433, 1.15258, -3.10918)
H (-4.19981, -0.89616, -2.21263)
C (0.13626, -0.57473, 2.17435)
H (0.70133, -1.50735, 2.29353)
H (-0.53082, -0.49665, 3.04006)
H (0.85267, 0.24823, 2.24596)
O (-0.05480, 0.67574, -5.00091)
Cl (-0.24037, -0.67856, -4.41002)
O (-1.57025, -1.16824, -4.81680)
O (0.79245, -1.56531, -4.97374)
O (-1.75409, -1.12723, -1.46467)


Among the records above, which one has the highest energy? C28H28ClIrN4O4S